ORCA calculation (the ωB97M-V functional and the def2-TZVPD basis) on 16 unconnected molecules or ions with the total composition C38H69N14O2 in a non-equilibrium geometry.

Summary:
- Frontier orbital gap: 10.1 eV
- Net charge: +1

Last column: Mulliken charge in e.
Cartesian coordinates (Å):
C1 1.65 0.56 3.35  -2.2209
C2 0.82 0.89 2.10  1.1443
C3 1.28 -0.08 1.00  -0.1690
N1 0.53 0.18 -0.34  1.6705
C4 0.86 1.62 -0.68  -0.6050
C5 -1.01 0.12 -0.19  -0.3847
C6 -1.50 -0.26 -1.49  0.3666
C7 -0.34 -1.08 -2.22  -0.9785
C8 0.93 -0.79 -1.30  -1.8277
H1 1.51 1.20 4.29  -0.1623
H2 2.58 0.56 2.98  0.6862
H3 1.49 -0.36 3.63  0.8475
H4 1.41 1.83 1.91  0.1648
H5 -0.23 0.64 2.29  -0.4135
H6 1.13 -1.02 1.53  0.4665
H7 2.31 0.12 0.57  -0.4992
H8 0.37 2.30 -0.07  0.1589
H9 0.58 1.83 -1.65  0.4817
H10 2.09 1.96 -0.76  -0.0644
H11 -1.57 1.13 0.25  -1.4271
H12 -1.33 -0.61 0.31  1.4351
H13 -1.66 0.69 -2.24  -0.0412
H14 -2.59 -0.71 -1.65  -0.2875
H15 -0.17 -1.01 -3.27  0.5767
H16 -0.66 -2.13 -2.05  0.3099
H17 1.66 -0.37 -1.81  0.9787
H18 1.22 -1.68 -1.03  0.6019
C9 3.95 -1.28 6.68  -0.8401
C10 2.59 -1.66 6.24  0.4947
N2 1.49 -1.84 5.82  -0.4853
H19 4.75 -1.95 6.42  0.3208
H20 4.31 -0.26 6.15  0.2092
H21 3.91 -1.15 7.64  0.3500
C11 0.45 5.32 2.25  -0.1567
C12 0.27 5.86 3.70  0.2486
N3 0.12 6.25 4.83  -0.5129
H22 1.49 5.36 2.13  0.3654
H23 0.11 4.33 2.41  -0.2172
H24 -0.20 5.94 1.66  0.2766
C13 -2.70 2.82 -5.67  -0.8002
C14 -1.45 2.84 -4.76  0.3098
N4 -0.58 2.75 -4.04  -0.3279
H25 -2.36 3.53 -6.42  0.3614
H26 -3.01 2.01 -6.21  0.1557
H27 -3.64 3.24 -5.13  0.2701
C15 5.13 1.32 0.86  -1.3359
C16 4.39 2.57 1.51  0.5340
N5 3.83 3.49 1.95  -0.4785
H28 5.91 1.12 1.32  0.6703
H29 4.58 0.47 0.56  0.1916
H30 5.46 1.62 -0.07  0.4506
C17 -3.59 5.29 1.19  -0.9693
C18 -2.51 4.19 1.03  0.2587
N6 -1.71 3.44 0.83  -0.1673
H31 -4.65 4.93 1.63  0.2732
H32 -3.17 6.08 2.00  0.2797
H33 -3.85 5.81 0.37  0.3456
C19 2.63 3.04 -4.21  -0.8386
C20 2.31 1.56 -4.29  0.3945
N7 2.05 0.47 -4.23  -0.3321
H34 3.20 3.43 -5.27  0.2983
H35 1.76 3.60 -3.93  0.2876
H36 3.28 3.31 -3.24  0.2321
C21 -1.81 -0.77 5.76  -1.1616
C22 -1.55 -1.08 4.31  0.5145
N8 -1.33 -1.38 3.20  -0.3731
H37 -1.00 -0.22 6.04  0.3267
H38 -2.82 -0.46 5.71  0.3955
H39 -1.78 -1.65 6.34  0.3392
C23 -0.17 -6.07 0.22  -0.9591
C24 0.33 -4.66 0.70  0.5422
N9 0.73 -3.57 1.02  -0.5677
H40 -0.18 -6.15 -0.82  0.3223
H41 0.76 -6.59 0.53  0.3611
H42 -1.03 -6.43 0.71  0.3043
C25 -3.87 1.01 2.15  0.0127
C26 -4.50 1.27 0.84  0.2596
N10 -5.07 1.46 -0.18  -0.5667
H43 -4.20 1.79 2.70  0.5180
H44 -4.14 -0.07 2.63  0.2376
H45 -2.82 0.91 1.85  -0.3769
C27 1.74 3.74 6.53  -1.1014
C28 2.99 2.76 6.22  0.3868
N11 3.82 2.04 6.08  -0.3891
H46 1.46 3.35 7.59  0.2692
H47 1.86 4.59 6.57  0.6170
H48 1.05 3.62 5.70  0.1900
C29 -5.02 -1.31 -2.83  -0.7781
C30 -5.01 -0.06 -3.45  0.4858
N12 -4.97 0.98 -3.96  -0.4817
H49 -4.30 -2.07 -2.98  0.3880
H50 -5.18 -1.13 -1.70  0.0248
H51 -6.09 -1.70 -2.91  0.3983
C31 -3.99 -1.11 -6.83  -0.9282
C32 -2.84 -1.13 -5.81  0.4466
N13 -1.86 -1.27 -5.12  -0.5146
H52 -3.81 -0.30 -7.51  0.3043
H53 -3.98 -2.14 -7.20  0.3460
H54 -4.90 -0.80 -6.37  0.3030
C33 6.13 -3.33 -0.55  -1.0984
C34 4.80 -2.52 -0.60  0.2882
N14 3.87 -1.95 -0.62  -0.1679
H55 6.11 -4.19 -1.25  0.3134
H56 7.00 -2.77 -0.99  0.2897
H57 6.30 -3.60 0.37  0.3914
C35 -2.85 -3.65 0.31  -2.3090
C36 -4.10 -3.13 0.97  0.3909
O1 -5.17 -3.14 0.01  -0.5842
H58 -3.13 -4.57 0.10  0.5315
H59 -2.10 -3.55 0.93  0.7561
H60 -2.36 -3.16 -0.39  0.6291
H61 -3.63 -2.12 1.15  -0.2082
H62 -4.55 -3.62 1.84  0.4190
H63 -5.91 -2.47 0.30  0.3258
C37 3.98 -3.10 -4.78  -0.7745
C38 2.44 -3.39 -4.74  0.4652
O2 2.17 -4.72 -4.54  -0.5308
H64 4.14 -1.98 -4.89  0.2482
H65 4.45 -3.70 -5.68  0.3016
H66 4.67 -3.39 -3.83  0.0328
H67 2.06 -3.08 -5.65  0.3299
H68 1.95 -2.77 -3.97  -0.3271
H69 1.33 -4.94 -4.47  0.2671